The following is a quantum chemistry calculation of a molecular structure, C35H41N4 at a distorted geometry, from OMol25.

- relative energy (zero: lowest compared OMol25 entry of this formula, charge and spin) (kcal/mol) = 89.2
- net charge = +1

Geometry as XYZ:
```
80
Properties=species:S:1:pos:R:3:forces:R:3
C 5.598277 -0.247876 0.988938 0.0 0.1 -0.2
C 5.797792 0.629818 -0.087369 0.0 0.0 0.3
C 4.950542 1.728165 -0.260416 0.0 -0.3 0.0
C 3.887956 1.934401 0.616764 0.4 -0.3 0.3
C 2.967783 3.097627 0.407440 -0.9 0.3 0.0
N 1.569612 2.740578 0.760904 0.3 0.8 0.1
C 0.866480 3.616411 1.732388 0.5 -0.4 0.4
C -0.378624 4.287033 1.201268 -0.3 0.4 -0.3
C -1.462171 4.540413 2.055777 0.2 -0.3 -0.4
C -2.620416 5.148035 1.561160 0.2 0.1 -0.1
C -2.680222 5.548547 0.218709 0.2 -0.1 0.2
C -1.574920 5.357306 -0.620154 0.1 -0.1 0.4
C -0.420612 4.738172 -0.124358 -0.5 -0.1 0.1
C 0.986774 1.686352 0.149686 -1.1 0.2 0.9
C -0.135896 1.050553 0.669473 0.9 -0.2 0.2
C -0.911121 0.080298 -0.061920 0.0 0.4 -2.6
C -2.334038 -0.135296 0.349879 -0.8 -0.4 0.4
C -2.957358 -1.287535 -0.144349 0.1 -0.2 -0.6
C -4.283477 -1.594209 0.100473 0.0 0.2 0.3
C -5.018902 -0.766560 0.957480 0.3 0.0 -0.1
C -4.435348 0.388701 1.487303 0.6 0.1 -0.1
C -3.107427 0.747961 1.158531 0.1 -0.7 -0.5
C 3.699142 1.072543 1.706655 0.3 -0.2 -0.3
C 4.548766 -0.024842 1.883400 -0.1 0.2 0.1
H 6.258974 -1.111961 1.122447 -0.3 0.4 -0.1
H 6.626209 0.467117 -0.778958 -0.2 0.0 0.2
H 5.089309 2.420745 -1.094795 0.0 -0.3 0.2
H 3.260187 3.968623 1.030550 -0.2 -0.5 -0.4
H 2.969039 3.412141 -0.643058 0.3 0.1 0.1
H 0.621419 3.051134 2.645289 0.0 0.1 -0.2
H 1.595359 4.393585 2.041634 -0.4 -0.5 -0.2
H -1.379185 4.229997 3.102718 -0.2 0.1 -0.3
H -3.463109 5.321120 2.237884 0.3 0.0 -0.3
H -3.585664 6.024618 -0.159641 0.3 -0.1 0.1
H -1.605755 5.702090 -1.654709 0.0 -0.1 0.3
H 0.442604 4.586111 -0.775133 -0.2 0.0 0.1
H 1.438800 1.394974 -0.810697 -0.2 0.0 0.5
H -0.464656 1.282894 1.702830 0.3 -0.1 -0.8
H -0.824673 0.195874 -1.176534 -0.4 0.6 1.3
H -2.339479 -1.964331 -0.757550 -0.6 0.5 0.6
H -4.703313 -2.505237 -0.336466 0.0 0.4 0.2
H -6.045993 -1.024427 1.199554 0.1 0.1 0.0
H -5.004373 1.015348 2.183621 0.2 -0.2 -0.5
H -2.711779 1.727022 1.449250 -0.1 -0.5 0.1
H 2.869970 1.245338 2.394174 0.2 -0.1 -0.1
H 4.392131 -0.690273 2.738435 0.1 0.2 -0.4
C -1.438770 -2.728304 -3.112330 -0.3 0.0 0.1
N -0.332096 -1.775117 -2.957503 -0.5 0.7 -0.1
C -0.520095 -0.546917 -3.760877 0.4 -0.3 -0.1
C 0.389498 -1.655534 -1.781379 -0.1 1.0 0.5
N -0.192606 -1.641425 -0.536627 0.2 -0.4 -1.3
C 0.279593 -2.672320 0.359367 0.3 -0.1 0.7
C -0.805882 -3.574190 0.923376 0.4 -0.4 0.6
C -1.020893 -4.912771 0.556156 -0.5 0.3 0.0
C -2.101097 -5.622981 1.111573 0.0 0.1 0.3
C -2.893974 -5.040881 2.114006 0.0 0.4 -0.2
C -2.622147 -3.723938 2.530086 0.1 -0.5 0.0
C -1.536042 -3.042354 1.982981 -0.6 0.0 0.1
N 1.704463 -1.398688 -1.944972 -0.7 -0.8 -0.1
C 2.372341 -1.490144 -3.242537 0.1 -0.1 -0.1
C 2.589039 -1.279055 -0.801537 0.4 0.1 0.7
H -1.193994 -3.693475 -2.645280 -0.1 0.4 0.0
H -2.409152 -2.340276 -2.734176 0.5 -0.3 -0.1
H -1.558934 -2.912536 -4.200314 0.1 0.1 0.6
H 0.434542 0.000935 -3.795394 -0.5 0.0 -0.1
H -0.807382 -0.847059 -4.782645 0.1 0.3 0.4
H -1.308847 0.087947 -3.322913 0.2 -0.2 -0.2
H 1.015951 -3.257551 -0.195572 0.1 -0.2 0.4
H 0.748122 -2.166650 1.203632 0.4 -0.3 0.3
H -0.339995 -5.408385 -0.139948 -0.3 0.2 0.0
H -2.349195 -6.638555 0.777475 0.4 0.4 0.2
H -3.717826 -5.604720 2.587492 0.5 0.4 -0.5
H -3.257353 -3.229634 3.272550 0.4 -0.3 -0.1
H -1.253701 -2.064023 2.381648 -0.3 -0.2 -0.2
H 1.737467 -2.020375 -3.951667 0.1 0.1 0.1
H 2.605403 -0.485487 -3.633683 -0.1 -0.3 0.2
H 3.306743 -2.042151 -3.122052 -0.1 0.1 0.0
H 2.114158 -0.713972 0.006077 0.1 -0.2 -0.2
H 2.872601 -2.274326 -0.401080 -0.1 0.5 -0.3
H 3.501446 -0.764148 -1.112428 -0.2 0.0 0.1
```
Forces are in eV/Å.

Atom charges from the Löwdin analysis, given in e for atoms 1 to 8: atom 1 (C): -0.086, atom 2 (C): -0.081, atom 3 (C): -0.047, atom 4 (C): -0.235, atom 5 (C): -0.100, atom 6 (N): -0.121, atom 7 (C): -0.103, atom 8 (C): -0.225

---

The following is a quantum chemistry calculation of a single C23H34N2O2P2S4 molecule at a distorted geometry, from OMol25.

- SMILES string = CCN(CC)C(=S)SCCCC1=C([PH2]=S)C(=O)c2c([PH2]=S)c(CN)cc(CC(C)C)c2C1=O

Geometry as XYZ:
```
67
Properties=species:S:1:pos:R:3:forces:R:3
C 2.593946 2.338269 3.488727 0.3 -1.1 0.4
C 1.600118 1.042370 3.463078 1.2 2.4 -0.8
N 0.591096 1.262857 4.541791 -1.3 -3.9 -1.6
C -0.418425 2.311749 4.193494 0.5 2.6 0.3
C -0.384090 3.412358 5.388381 -0.1 -0.3 -0.2
C -0.063137 0.028956 4.982762 -1.4 1.7 1.0
S -1.249714 0.161757 6.190707 1.6 -0.4 -1.6
S 0.304995 -1.679742 4.385907 0.5 0.1 0.2
C -0.581905 -2.033549 2.790841 -0.5 0.9 -0.5
C -0.228926 -3.513462 2.269286 -0.8 0.2 0.5
C -1.192844 -3.838485 1.024293 -0.4 0.7 -0.1
C -0.704267 -3.209942 -0.362523 1.1 -1.2 -1.2
C -0.015775 -3.950454 -1.381725 -1.0 3.0 2.2
P 0.442325 -5.791447 -1.155541 -0.3 -0.5 -1.6
S -0.135670 -6.926491 -2.635544 0.1 0.2 0.4
C 0.375499 -3.193258 -2.756330 0.1 -1.6 -1.8
O 0.499261 -3.906733 -3.776228 0.1 2.7 3.2
C 0.546773 -1.591892 -2.803435 -0.3 2.1 1.1
C 1.346936 -0.841756 -3.889083 -0.6 1.7 2.6
P 2.238395 -1.745803 -5.289048 -2.0 -0.6 -0.8
S 0.895733 -2.200304 -6.644888 0.3 0.3 0.0
C 1.449352 0.714655 -3.864384 -1.6 -1.1 3.1
C 2.208763 1.609958 -4.945835 -0.8 0.3 0.6
N 1.147400 2.137196 -5.877632 0.3 -0.6 0.0
C 0.744055 1.461419 -2.698431 -0.2 -3.5 -0.4
C -0.079828 0.719676 -1.588271 1.2 -1.3 -2.1
C -0.737433 1.637407 -0.464553 0.9 0.3 -0.4
C -1.985495 2.470719 -1.031952 -0.4 0.3 0.9
C -2.350564 3.581835 0.064005 0.2 0.7 0.3
C -3.278234 1.556227 -1.273084 0.5 0.4 0.1
C -0.197001 -0.820745 -1.650169 1.6 1.4 -1.9
C -1.051331 -1.645386 -0.567754 -1.2 0.5 0.2
O -1.985848 -1.133196 0.094766 3.2 -1.6 -2.1
H 3.189810 2.234718 4.468565 -0.8 0.5 -1.5
H 3.337568 2.270245 2.614236 -1.2 0.2 1.3
H 2.033088 3.328348 3.482044 0.8 -1.3 -0.1
H 1.079275 1.082957 2.443332 0.7 -0.6 1.2
H 2.277456 0.142434 3.614864 -1.4 1.0 -0.1
H -1.462959 1.915667 3.971585 1.5 0.3 0.6
H -0.090469 2.890111 3.246464 -0.3 -1.3 1.3
H -0.423955 4.491368 4.992892 -0.3 -1.7 0.6
H -1.233089 3.157434 6.103719 1.2 0.7 -0.8
H 0.608607 3.314190 5.952146 -1.5 0.0 -0.8
H -0.288369 -1.203803 2.054351 -0.5 -1.4 0.9
H -1.711537 -1.942995 3.017306 1.8 -0.2 -0.5
H -0.527789 -4.253586 3.105796 0.6 1.2 -1.3
H 0.878015 -3.673569 2.036548 -1.5 0.4 0.3
H -2.215623 -3.359330 1.267362 1.6 -0.7 -0.5
H -1.375110 -4.960790 0.981503 0.4 1.6 -0.3
H 1.878910 -5.895187 -0.999189 -0.9 0.6 0.4
H -0.124190 -6.348730 0.040468 0.6 1.1 -0.2
H 2.866690 -2.949078 -4.833865 0.1 0.9 0.4
H 3.238499 -0.943942 -5.936496 -0.2 -0.3 1.2
H 3.050724 1.078436 -5.499187 -1.1 0.5 1.0
H 2.634857 2.540274 -4.409041 -0.4 -1.7 -0.7
H 1.509061 2.258799 -6.832047 -0.2 -0.2 0.6
H 0.341424 1.496597 -5.918792 0.7 0.3 -0.1
H 0.831543 2.601710 -2.654047 -0.2 -1.9 0.0
H 0.067394 2.419905 -0.179317 -1.1 -1.2 -0.5
H -0.968895 1.079295 0.516360 0.1 0.7 -1.8
H -1.656509 3.041997 -1.979007 -0.5 -1.1 1.3
H -3.147479 4.308143 -0.323664 1.0 -1.2 0.5
H -2.724450 3.146634 1.062052 0.5 0.4 -1.6
H -1.441596 4.242546 0.340029 -1.3 -1.1 -0.6
H -4.119579 2.184974 -1.716941 1.1 -0.8 0.6
H -3.045976 0.716674 -2.012142 -0.4 1.0 1.2
H -3.609506 1.162796 -0.239521 0.5 0.4 -1.8
```
Forces are in eV/Å.

Atom charges from the Löwdin analysis, given in e for atoms 1 to 8: atom 1 (C): -0.096, atom 2 (C): -0.255, atom 3 (N): -0.219, atom 4 (C): -0.269, atom 5 (C): -0.110, atom 6 (C): -0.977, atom 7 (S): 0.618, atom 8 (S): 0.783

---

| no. | frontier orbital gap (hartree) |
| --- | --- |
| 1 | 0.2853 |
| 2 | 0.2363 |